1.
Density functional theory data (ωB97M-V/def2-TZVPD) for a 3-piece molecular cluster, C13H43N7O2P3 overall in a non-equilibrium geometry.

Structure (XYZ):
```
68
Properties=species:S:1:pos:R:3:nbo_charge:R:1
N -1.529 -0.231 2.168 -0.788
C -0.948 -0.377 3.508 -0.479
P -0.953 1.270 4.368 0.721
H -1.270 0.663 1.769 0.370
H -2.531 -0.266 2.314 0.372
H -1.462 -1.131 4.094 0.256
H 0.095 -0.672 3.384 0.270
H 0.194 1.948 3.912 0.120
H -0.896 1.076 5.760 0.071
H -2.134 1.983 4.127 0.077
O 2.384 0.712 2.497 -1.044
P 3.324 -0.434 2.104 2.269
N 4.797 0.443 2.183 -0.785
C 5.963 0.289 1.341 -0.409
C 5.169 0.928 3.512 -0.412
N 2.709 -0.626 0.482 -0.806
C 3.335 0.026 -0.659 -0.412
C 1.275 -0.425 0.404 -0.392
N 4.068 -1.976 1.993 -0.749
C 4.687 -2.489 3.215 -0.417
C 4.354 -2.770 0.815 -0.404
H 6.573 -0.590 1.599 0.174
H 6.605 1.165 1.440 0.214
H 5.716 0.240 0.284 0.208
H 5.612 0.134 4.127 0.170
H 4.302 1.321 4.043 0.216
H 5.889 1.745 3.445 0.205
H 3.482 1.102 -0.498 0.188
H 2.723 -0.104 -1.552 0.206
H 4.290 -0.436 -0.913 0.195
H 1.014 0.643 0.377 0.170
H 0.784 -0.870 1.268 0.185
H 0.860 -0.898 -0.489 0.197
H 5.764 -2.286 3.237 0.195
H 4.541 -3.565 3.316 0.209
H 4.239 -2.032 4.099 0.197
H 5.216 -2.379 0.268 0.194
H 3.503 -2.838 0.144 0.239
H 4.586 -3.801 1.095 0.204
O -5.314 1.681 -1.420 -0.971
P -4.362 0.658 -2.007 2.262
N -2.949 1.660 -1.998 -0.781
C -1.872 1.681 -2.961 -0.408
C -2.481 2.060 -0.683 -0.409
N -5.126 0.549 -3.563 -0.812
C -4.671 1.362 -4.680 -0.410
C -6.589 0.611 -3.504 -0.398
N -3.499 -0.794 -2.325 -0.760
C -2.722 -1.328 -1.213 -0.408
C -3.262 -1.460 -3.589 -0.401
H -1.169 0.840 -2.847 0.163
H -1.294 2.600 -2.847 0.205
H -2.226 1.699 -3.988 0.213
H -1.910 1.253 -0.191 0.134
H -3.318 2.329 -0.036 0.225
H -1.838 2.941 -0.743 0.198
H -4.604 2.428 -4.424 0.186
H -5.351 1.257 -5.525 0.208
H -3.706 1.019 -5.061 0.185
H -6.952 1.640 -3.408 0.188
H -6.972 0.039 -2.660 0.203
H -7.015 0.181 -4.412 0.192
H -1.670 -1.016 -1.269 0.180
H -2.752 -2.419 -1.183 0.206
H -3.128 -0.980 -0.261 0.187
H -2.497 -0.947 -4.180 0.187
H -4.168 -1.557 -4.181 0.243
H -2.912 -2.482 -3.423 0.198
```

The value obtained for the molecular weight is 422.5 g/mol. As for the total charge: +1. As for the LUMO energy: -3.342 eV. The relative energy (zero: lowest compared OMol25 entry of this formula, charge and spin) comes out at 0.0 kJ/mol. For the HOMO energy, the calculation gives -9.958 eV.

2.
Density functional theory data (ωB97M-V/def2-TZVPD) for a 9-piece molecular cluster, C30H46Br2NO24 overall in a non-equilibrium geometry.

Structure (XYZ):
```
103
Properties=species:S:1:pos:R:3:mulliken_spin:R:1
N 15.292 -5.457 13.799 0.049
O 15.186 -6.561 14.347 0.272
O 15.056 -4.403 14.388 0.341
O 15.747 -5.378 12.655 0.380
Br 10.838 -5.822 14.715 0.000
C 11.681 -4.112 14.168 0.004
C 10.744 -3.353 13.193 0.000
Br 11.541 -1.584 12.729 0.000
H 12.647 -4.351 13.722 -0.011
H 11.922 -3.666 15.133 0.000
H 9.727 -3.144 13.525 0.000
H 10.616 -3.888 12.252 0.000
C 17.530 -2.296 13.935 -0.004
C 18.332 -2.450 15.236 0.001
C 17.992 -3.478 16.248 -0.002
O 19.109 -4.316 16.117 0.000
C 20.061 -3.804 15.320 0.000
O 21.186 -4.326 15.089 0.000
O 19.626 -2.684 14.802 0.000
H 17.702 -3.215 13.374 0.000
H 17.774 -1.410 13.350 0.000
H 16.473 -2.190 14.177 0.000
H 18.162 -1.504 15.751 0.000
H 17.100 -4.089 16.108 -0.004
H 18.033 -2.958 17.205 0.000
C 12.316 -6.851 11.758 0.000
C 12.286 -6.463 10.280 0.000
C 11.479 -7.373 9.339 0.000
O 10.533 -6.537 8.715 0.000
C 10.565 -5.332 9.211 0.000
O 9.913 -4.437 8.765 0.000
O 11.527 -5.280 10.141 0.000
H 12.653 -7.836 12.082 0.000
H 11.344 -6.778 12.246 0.000
H 12.976 -6.160 12.280 -0.009
H 13.296 -6.488 9.871 0.000
H 10.881 -8.105 9.882 0.000
H 12.168 -7.975 8.745 0.000
C 13.450 -1.772 16.409 -0.001
C 14.607 -0.917 16.959 0.000
C 14.215 0.052 18.015 0.000
O 15.118 -0.125 18.992 0.000
C 15.854 -1.206 18.745 0.000
O 16.773 -1.643 19.422 0.000
O 15.515 -1.799 17.642 0.002
H 12.678 -1.242 15.852 0.000
H 13.046 -2.417 17.190 0.000
H 13.842 -2.420 15.625 0.001
H 15.131 -0.376 16.171 0.000
H 13.240 -0.170 18.448 0.000
H 14.271 1.039 17.556 0.000
C 14.856 -2.825 10.724 -0.005
C 14.443 -1.718 9.711 -0.001
C 13.155 -1.946 9.038 0.000
O 12.604 -0.638 8.920 0.000
C 13.204 0.155 9.836 0.000
O 12.961 1.338 10.091 0.000
O 14.172 -0.535 10.430 0.000
H 14.945 -3.827 10.304 0.005
H 14.143 -3.069 11.511 -0.004
H 15.835 -2.643 11.167 0.001
H 15.254 -1.596 8.993 0.000
H 12.487 -2.566 9.636 0.000
H 13.359 -2.396 8.066 0.000
C 17.442 -5.026 9.249 -0.002
C 17.316 -6.527 9.277 0.000
C 15.886 -6.979 9.576 0.010
O 15.321 -7.081 8.312 0.000
C 16.283 -7.262 7.412 0.000
O 16.172 -7.625 6.263 0.000
O 17.451 -6.943 7.924 0.000
H 18.342 -4.645 8.767 0.000
H 17.420 -4.620 10.261 0.001
H 16.519 -4.648 8.808 0.000
H 17.965 -7.073 9.962 0.001
H 15.307 -6.404 10.298 -0.016
H 16.034 -7.969 10.008 -0.001
C 13.944 -6.052 17.482 -0.007
C 15.084 -6.376 18.496 0.002
C 16.382 -6.453 17.804 0.001
O 17.212 -5.637 18.647 0.000
C 16.485 -4.981 19.555 0.000
O 16.879 -4.139 20.318 0.000
O 15.203 -5.297 19.412 0.000
H 13.737 -6.794 16.710 0.000
H 14.143 -5.118 16.956 0.002
H 13.031 -5.914 18.062 0.000
H 14.777 -7.312 18.961 0.000
H 16.297 -6.005 16.813 -0.001
H 16.709 -7.487 17.696 0.000
C 18.181 -7.627 14.813 -0.005
C 18.588 -8.576 13.691 0.004
C 17.719 -8.407 12.449 -0.005
O 18.613 -8.722 11.428 0.001
C 19.896 -8.546 11.878 0.000
O 20.888 -8.460 11.147 0.000
O 19.859 -8.317 13.213 0.000
H 17.529 -8.066 15.568 0.001
H 17.785 -6.648 14.540 -0.001
H 19.001 -7.380 15.487 0.000
H 18.502 -9.635 13.934 0.000
H 17.432 -7.377 12.237 -0.002
H 16.840 -9.050 12.393 0.002
```

The spin multiplicity is 2. The value obtained for the molecular weight is 964.5 g/mol. As for the LUMO energy (spin up / spin down): -2.301 / -6.423 eV. For the HOMO energy (spin up / spin down), the calculation gives -10.935 / -10.935 eV.